(1)
Here is a 7-piece molecular cluster, C27H49N6O overall from the OMol25 dataset. Energies are from wB97M-V/def2-TZVPD.

XYZ file:
```
83
C27H49N6O (wB97M-V/def2-TZVPD)
C 0.474 2.176 0.464
C -0.187 0.822 0.175
C 0.726 -0.353 0.506
O -1.431 0.724 0.680
H -0.177 2.975 0.106
H 1.427 2.233 -0.094
H 0.701 2.339 1.520
H -0.270 0.808 -0.970
H 1.098 -0.408 1.536
H 1.612 -0.342 -0.163
H 0.257 -1.296 0.212
C -1.789 -4.766 2.370
C -1.926 -3.653 3.375
C -1.845 -2.261 2.759
C -2.973 -1.945 1.895
N -3.912 -1.760 1.268
H -0.777 -4.801 1.968
H -2.463 -4.604 1.527
H -2.016 -5.739 2.806
H -1.144 -3.703 4.139
H -2.877 -3.735 3.910
H -0.939 -2.103 2.169
H -1.774 -1.523 3.560
C -3.974 -2.699 -2.082
C -2.841 -2.019 -2.829
C -1.616 -1.745 -1.951
C -0.964 -2.977 -1.514
N -0.423 -3.913 -1.148
H -4.422 -2.045 -1.334
H -3.610 -3.589 -1.558
H -4.772 -3.036 -2.749
H -3.157 -1.119 -3.352
H -2.519 -2.705 -3.630
H -1.858 -1.127 -1.068
H -0.881 -1.187 -2.540
C 2.940 -3.487 0.123
C 3.493 -2.505 1.154
C 4.817 -2.947 1.778
C 4.746 -4.244 2.430
N 4.700 -5.266 2.934
H 3.672 -3.707 -0.660
H 2.049 -3.081 -0.349
H 2.676 -4.432 0.601
H 2.746 -2.406 1.947
H 3.595 -1.512 0.719
H 5.148 -2.202 2.508
H 5.612 -2.979 1.028
C 0.260 2.798 5.625
C -0.430 1.487 5.324
C -0.813 1.329 3.851
C -1.590 2.443 3.336
N -2.219 3.324 2.953
H 0.489 2.880 6.691
H -0.328 3.659 5.315
H 1.222 2.847 5.105
H -1.311 1.332 5.954
H 0.228 0.650 5.582
H -1.399 0.435 3.631
H 0.074 1.226 3.224
C 3.138 3.652 -3.354
C 2.105 4.777 -3.386
C 1.372 4.920 -2.047
C 2.272 4.904 -0.899
N 3.011 4.877 -0.025
H 3.867 3.819 -2.562
H 3.683 3.591 -4.299
H 2.656 2.685 -3.193
H 1.367 4.608 -4.170
H 2.612 5.725 -3.585
H 0.648 4.114 -1.894
H 0.805 5.852 -1.975
C -1.037 0.907 -5.241
C -0.594 1.773 -4.071
C -1.733 2.515 -3.422
C -2.802 1.667 -2.914
N -3.647 0.972 -2.571
H -0.195 0.743 -5.922
H -1.856 1.356 -5.801
H -1.320 -0.095 -4.917
H 0.086 2.546 -4.451
H -0.012 1.184 -3.362
H -2.170 3.222 -4.131
H -1.390 3.115 -2.572
```

## Properties
total charge	-1
DFT total energy	-39781.225	eV
relative energy (zero: lowest compared OMol25 entry of this formula, charge and spin)	0.0	kJ/mol
max |F|	1.5	eV/Å
E_HOMO	-3.47	eV
lowest unoccupied orbital energy	2.338	eV
spin multiplicity	1
molecular weight	473.73	g/mol

---

(2)
Here is one molecule with the formula C5H13NO from the OMol25 dataset. Energies are from wB97M-V/def2-TZVPD.

XYZ file:
```
20
C5H13NO (wB97M-V/def2-TZVPD)
C -1.734 1.545 0.515
C -0.945 0.955 -0.692
C 0.465 0.525 -0.031
C 1.358 0.164 -1.286
N 0.380 -0.556 1.006
C 0.722 -1.885 0.887
O -0.162 -2.710 0.052
H -1.257 1.026 1.373
H -2.814 1.518 0.335
H -1.644 2.651 0.568
H -0.782 1.552 -1.559
H -1.310 -0.080 -0.980
H 0.990 1.454 0.265
H 1.640 1.114 -1.975
H 0.827 -0.362 -2.141
H 2.291 -0.468 -0.975
H 0.350 -0.235 1.998
H 1.806 -1.918 0.894
H 0.575 -2.290 1.932
H -0.756 -1.999 -0.187
```

## Properties
DFT total energy	-8930.901	eV
relative energy (zero: lowest compared OMol25 entry of this formula, charge and spin)	300.1	kJ/mol
max |F|	4.5	eV/Å
E_HOMO	-8.86	eV
lowest unoccupied orbital energy	0.906	eV
spin multiplicity	1
molecular weight	103.16	g/mol

---

(3)
Here is a 3-piece molecular cluster, C19H25BF2N3O12 overall from the OMol25 dataset. Energies are from wB97M-V/def2-TZVPD.

XYZ file:
```
62
C19H25BF2N3O12 (wB97M-V/def2-TZVPD)
N 2.146 1.968 0.722
C 1.898 0.814 1.431
C 0.342 0.456 1.899
C -0.288 -0.644 0.831
O 0.543 -1.887 0.702
B -0.268 -2.843 -0.132
C 0.173 -4.427 -0.120
C -0.226 -5.251 1.240
O -1.657 -5.205 1.597
O 0.186 -2.427 -1.506
N -0.870 -2.164 -2.295
O -0.373 -1.548 -3.254
O -1.670 -2.477 0.257
C -1.688 -1.412 1.314
N -1.529 -2.166 2.615
C -3.045 -0.541 1.017
O -4.177 -0.822 1.916
C -4.963 -1.862 1.174
C -4.546 -3.425 1.454
C -5.322 -4.623 0.646
C -6.504 -4.175 -0.412
C -6.941 -2.594 -0.682
C -6.160 -1.381 0.127
H 1.245 2.470 0.544
H 2.793 0.104 1.704
H 0.363 -0.038 2.960
H -0.337 1.420 1.893
H -0.491 -0.140 -0.232
H 1.361 -4.460 -0.193
H -0.247 -5.012 -1.043
H 0.491 -4.976 2.153
H 0.013 -6.399 1.013
H -1.697 -5.250 2.617
H -0.598 -2.005 3.068
H -2.280 -1.953 3.308
H -2.865 0.638 1.029
H -3.404 -0.818 -0.084
H -3.680 -3.669 2.203
H -4.972 -5.727 0.852
H -7.031 -5.040 -1.010
H -7.778 -2.289 -1.445
H -6.385 -0.222 -0.030
C 1.980 4.955 -0.949
C 2.674 6.275 -0.921
O 1.708 7.142 -0.372
C 0.945 6.357 0.438
O 0.187 6.786 1.291
O 1.139 5.027 0.184
F 2.961 6.695 -2.173
H 1.369 4.817 -1.847
H 2.678 4.117 -0.868
H 3.578 6.293 -0.304
C 6.263 3.163 -3.381
C 6.268 2.512 -2.040
O 6.323 3.600 -1.146
C 5.705 4.626 -1.796
O 5.313 5.644 -1.252
O 5.570 4.370 -3.134
F 7.381 1.765 -1.871
H 7.271 3.391 -3.745
H 5.746 2.562 -4.134
H 5.378 1.909 -1.831
```

## Properties
total charge	-1
DFT total energy	-55249.487	eV
max |F|	5.2	eV/Å
E_HOMO	-5.56	eV
lowest unoccupied orbital energy	2.077	eV
spin multiplicity	1
molecular weight	536.23	g/mol

---

(4)
Here is one molecule with the formula C4H9OP from the OMol25 dataset. Energies are from wB97M-V/def2-TZVPD.

XYZ file:
```
15
C4H9OP (wB97M-V/def2-TZVPD)
C 1.698 0.843 0.161
C 0.223 1.058 -0.220
C -0.608 -0.185 0.585
C -0.461 -1.462 -0.138
P -2.262 0.597 0.245
O -2.924 -0.125 -0.809
H 1.979 1.560 1.018
H 2.225 0.987 -0.755
H 1.923 -0.152 0.630
H 0.104 0.762 -1.266
H -0.175 1.901 0.110
H -0.474 -0.361 1.597
H -1.234 -1.550 -1.055
H 0.595 -1.471 -0.605
H -0.609 -2.402 0.501
```

## Properties
DFT total energy	-15628.476	eV
relative energy (zero: lowest compared OMol25 entry of this formula, charge and spin)	111.8	kJ/mol
max |F|	7.4	eV/Å
E_HOMO	-8.79	eV
lowest unoccupied orbital energy	-0.031	eV
spin multiplicity	1
molecular weight	104.09	g/mol

---

(5)
Here is one molecule with the formula C15H17BrO2S from the OMol25 dataset. Energies are from wB97M-V/def2-TZVPD.

XYZ file:
```
36
C15H17BrO2S (wB97M-V/def2-TZVPD)
C -4.539 0.028 -1.728
C -4.980 -1.400 -2.147
C -4.695 -2.417 -0.941
C -3.284 -2.918 -0.693
C -2.353 -1.898 -0.114
C -1.643 -1.012 0.333
C -0.967 0.151 0.775
S 0.470 -0.464 1.775
C 1.737 -1.081 0.700
C 1.417 -1.720 -0.484
C 2.330 -2.042 -1.446
C 3.776 -1.880 -1.196
C 4.109 -1.369 0.058
C 3.140 -0.857 0.952
O 3.506 -0.259 2.136
C 4.283 0.868 2.083
O 4.152 1.855 1.404
C 5.544 0.905 3.017
Br 7.131 1.363 1.990
H -4.709 0.754 -2.498
H -3.493 0.020 -1.559
H -5.053 0.492 -0.867
H -6.081 -1.427 -2.400
H -4.325 -1.686 -2.985
H -5.352 -3.234 -1.251
H -5.183 -1.986 -0.061
H -3.425 -3.749 0.061
H -2.933 -3.476 -1.521
H -1.570 0.855 1.382
H -0.546 0.839 0.038
H 0.410 -1.894 -0.605
H 1.895 -2.476 -2.364
H 4.477 -2.143 -1.859
H 5.141 -1.066 0.231
H 5.435 1.527 3.838
H 5.606 -0.097 3.430
```

## Properties
DFT total energy	-100799.911	eV
max |F|	6.6	eV/Å
E_HOMO	-8.32	eV
lowest unoccupied orbital energy	0.500	eV
spin multiplicity	1
molecular weight	341.27	g/mol

---

(6)
Here is C9H7N2O5STi as an isolated structure from the OMol25 dataset. Energies are from wB97M-V/def2-TZVPD.

XYZ file:
```
25
C9H7N2O5STi (wB97M-V/def2-TZVPD)
O -2.274 3.604 -3.882
C -2.208 2.947 -2.894
Ti -0.010 -0.043 0.076
O -2.675 1.477 -0.067
C -1.666 0.905 -0.018
C 1.717 -0.673 -0.386
O 2.791 -1.074 -0.659
C 0.805 1.555 0.723
O 1.302 2.527 1.122
C -0.741 -1.329 -1.119
O -1.192 -2.126 -1.853
H 0.215 0.782 -1.403
C 2.312 -1.166 3.695
N 1.856 -2.228 2.735
C 2.549 -3.411 2.400
C 1.807 -4.094 1.528
N 0.617 -3.356 1.284
C 0.693 -2.212 2.047
S -0.505 -1.049 2.151
H 2.399 -0.222 3.160
H 1.587 -1.085 4.498
H 3.285 -1.453 4.101
H 3.480 -3.630 2.820
H 1.978 -4.995 1.066
H -0.154 -3.618 0.674
```

## Properties
total charge	+1
DFT total energy	-56604.640	eV
relative energy (zero: lowest compared OMol25 entry of this formula, charge and spin)	237.3	kJ/mol
max |F|	9.9	eV/Å
E_HOMO (spin up / spin down)	-11.83 / -12.89	eV
lowest unoccupied orbital energy (spin up / spin down)	-5.341 / -6.216	eV
spin multiplicity	3
molecular weight	303.10	g/mol

---

(7)
Here is one molecule with the formula C6H5N from the OMol25 dataset. Energies are from wB97M-V/def2-TZVPD.

XYZ file:
```
12
C6H5N (wB97M-V/def2-TZVPD)
C -1.978 -1.015 -0.322
C -1.694 0.086 0.494
C -0.718 -1.589 -0.610
C 0.310 -0.871 0.018
C 2.581 -0.087 -0.047
C 1.681 -1.051 -0.097
N -0.368 0.225 0.655
H -2.941 -1.151 -0.853
H -2.371 0.800 0.756
H 2.802 1.008 -0.027
H 2.048 -2.127 -0.264
H -0.003 0.631 1.462
```

## Properties
DFT total energy	-7786.698	eV
relative energy (zero: lowest compared OMol25 entry of this formula, charge and spin)	491.7	kJ/mol
max |F|	4.5	eV/Å
E_HOMO (spin up / spin down)	-7.89 / -8.05	eV
lowest unoccupied orbital energy (spin up / spin down)	0.121 / -0.702	eV
spin multiplicity	1
molecular weight	91.11	g/mol

---

(8)
Here is C29H30N9Ta as an isolated structure from the OMol25 dataset. Energies are from wB97M-V/def2-TZVPD.

XYZ file:
```
69
C29H30N9Ta (wB97M-V/def2-TZVPD)
Ta -8.875 -11.050 -12.673
C -11.785 -12.478 -12.500
C -11.564 -12.295 -13.933
N -10.122 -12.191 -14.157
C -9.706 -11.782 -15.538
C -9.459 -10.337 -15.427
C -9.242 -9.477 -16.522
C -9.360 -8.092 -16.392
C -9.707 -7.603 -15.172
C -9.701 -8.453 -14.071
C -9.827 -7.937 -12.673
N -9.457 -9.019 -11.655
C -10.676 -9.255 -10.746
C -11.679 -10.140 -11.396
N -11.043 -11.408 -11.728
N -9.600 -9.809 -14.210
H -11.408 -13.432 -12.201
H -12.855 -12.518 -12.262
H -12.007 -11.361 -14.288
H -11.973 -13.091 -14.599
H -9.825 -13.143 -14.143
H -10.479 -12.023 -16.255
H -8.826 -12.298 -15.916
H -9.112 -10.009 -17.463
H -9.276 -7.440 -17.221
H -9.896 -6.540 -14.980
H -10.870 -7.644 -12.500
H -9.126 -7.124 -12.512
H -8.734 -8.589 -11.088
H -11.190 -8.301 -10.533
H -10.310 -9.699 -9.839
H -12.151 -9.669 -12.249
H -12.548 -10.376 -10.686
H -10.687 -11.794 -10.864
C -6.780 -11.456 -8.511
C -6.634 -12.866 -8.702
C -7.342 -13.538 -9.732
C -8.016 -12.745 -10.658
N -7.979 -11.376 -10.659
C -7.432 -10.748 -9.571
N -8.681 -13.176 -11.909
C -7.696 -13.393 -12.921
N -7.587 -12.316 -13.652
C -6.375 -12.376 -14.374
N -5.663 -11.379 -14.690
C -5.959 -10.092 -14.219
C -5.113 -9.136 -14.747
C -5.128 -7.843 -14.187
C -5.862 -7.697 -13.016
C -6.707 -8.675 -12.595
N -6.926 -9.823 -13.235
C -6.019 -13.809 -14.355
C -5.093 -14.507 -15.094
C -4.993 -15.840 -14.713
C -5.711 -16.422 -13.668
C -6.666 -15.721 -13.010
C -6.815 -14.392 -13.383
H -6.304 -10.823 -7.771
H -6.101 -13.510 -7.977
H -7.206 -14.614 -9.840
H -7.600 -9.680 -9.534
H -4.378 -9.433 -15.504
H -4.479 -7.031 -14.514
H -5.783 -6.782 -12.409
H -7.373 -8.414 -11.773
H -4.383 -14.128 -15.827
H -4.155 -16.423 -15.236
H -5.623 -17.460 -13.515
H -7.243 -16.200 -12.267
```

## Properties
total charge	+4
DFT total energy	-45484.913	eV
max |F|	3.1	eV/Å
E_HOMO	-20.05	eV
lowest unoccupied orbital energy	-13.542	eV
spin multiplicity	1
molecular weight	685.57	g/mol

---

Which formula does entry 6 have?
C9H7N2O5STi